Entry from the OMol25 dataset: 2 unconnected molecules or ions with the total composition C5H14NO2 at a distorted geometry (the ωB97M-V functional and the def2-TZVPD basis).

Last columns: bonded neighbours and bond lengths (Å).
Cartesian coordinates (Å):
1 H -0.7988 -2.1911 1.1483  N18 1.024
2 H 0.2060 1.2006 1.7202  C21 1.085
3 H 2.0498 1.5098 -0.2619  C12 1.087
4 O -2.3870 -2.6028 -0.1607  H11 0.976, H15 0.969
5 H -0.8369 1.8909 -1.0639  C20 1.094
6 H 0.1514 3.7542 0.4764  O19 0.948
7 H -0.1724 -0.2609 2.6864  C21 1.088
8 H 1.7444 1.2130 -1.8832  C12 1.094
9 C 0.3227 -0.5652 0.6280  N18 1.549, C21 1.301, C22 1.486
10 H 0.7704 -2.3054 1.6270  N18 1.017
11 H -3.1131 -1.9500 -0.1690  O4 0.976
12 C 1.2333 1.2162 -0.9164  H3 1.087, H8 1.094, C20 1.518, C22 1.546
13 H -0.0661 -0.3798 -1.5127  C22 1.089
14 H 0.3612 3.1207 -1.5742  C20 1.088
15 H -2.4712 -2.9611 -1.0568  O4 0.969
16 H 1.5439 -0.8638 -1.0876  C22 1.092
17 H 0.2132 -2.7250 0.0375  N18 1.017
18 N 0.1708 -2.0933 0.8336  H1 1.024, C9 1.549, H10 1.017, H17 1.017
19 O 0.0269 2.8145 0.4624  H6 0.948, C20 1.458
20 C 0.1652 2.2952 -0.8930  H5 1.094, C12 1.518, H14 1.088, O19 1.458
21 C 0.1738 0.1157 1.7262  H2 1.085, H7 1.088, C9 1.301
22 C 0.7127 -0.2322 -0.7666  C9 1.486, C12 1.546, H13 1.089, H16 1.092

Computed properties:
Relative energy (zero: lowest compared OMol25 entry of this formula, charge and spin) = 199.6 kJ/mol
Gap between HOMO and LUMO = 10.5 eV
Total energy = -10989.73570 eV
Highest occupied orbital energy = -0.5006 hartree
Total charge = +1
E_LUMO = -3.111 eV